Computed, not measured: 11 unconnected molecules or ions with the total composition C42H99N5O24S6 in a non-equilibrium geometry, with ωB97M-V/def2-TZVPD.

Geometry as XYZ:
```
176
Properties=species:S:1:pos:R:3:forces:R:3:lowdin_charge:R:1
O 10.9747 0.1597 -1.5923 0.351 2.807 -0.278 -0.26
S 11.1094 1.5742 -1.2316 0.131 -2.184 -0.081 0.67
O 10.8606 1.8315 0.1580 0.173 0.825 -1.356 -0.24
O 12.5736 2.1560 -1.6478 -0.498 -0.349 0.437 -0.21
C 12.6170 2.9146 -2.8717 -0.989 0.029 1.359 -0.15
C 11.1660 3.2785 -3.1649 -0.806 -0.259 -0.224 -0.13
O 10.2655 2.5413 -2.2412 1.481 -0.212 -0.281 -0.20
H 13.0948 3.8669 -2.6416 0.775 -0.482 -0.267 0.13
H 13.0369 2.2926 -3.6621 0.278 0.323 0.179 0.13
H 11.0482 3.0294 -4.2195 -1.015 -0.346 0.189 0.12
H 10.9243 4.3361 -3.0584 0.116 -0.157 0.319 0.13
O 4.3881 5.1923 -9.4709 0.752 -0.581 2.499 -0.23
S 4.9218 4.9807 -8.1396 0.835 0.243 2.455 0.76
O 6.3008 4.4908 -7.9163 -3.374 0.791 -0.812 -0.27
O 4.7450 6.3252 -7.2124 0.366 0.445 -0.704 -0.23
C 4.2113 6.1560 -5.8672 0.463 -1.378 -1.046 -0.13
C 3.8885 4.6599 -5.8147 -0.969 -0.019 0.846 -0.22
O 3.8224 4.1816 -7.1313 1.205 -0.318 -2.359 -0.21
H 4.9761 6.3242 -5.1089 -0.073 0.705 -0.292 0.13
H 3.2962 6.7388 -5.7626 0.422 0.292 -0.102 0.13
H 2.8847 4.5324 -5.4094 -0.031 -0.123 -0.045 0.13
H 4.5471 4.0912 -5.1583 0.403 -0.055 -0.425 0.13
O 8.2654 -8.8928 1.7482 2.310 1.485 1.672 -0.25
S 9.0310 -8.1080 2.7211 -2.022 0.219 1.475 0.77
O 8.4898 -8.0783 4.1092 1.966 -0.012 -3.518 -0.28
O 10.6707 -8.4532 2.7077 -2.277 -1.304 -0.174 -0.22
C 11.5047 -7.3165 2.6747 -1.932 1.128 0.050 -0.16
C 10.5788 -6.2785 1.9574 0.811 0.961 -0.267 -0.18
O 9.1927 -6.5266 2.1901 0.263 -2.824 1.120 -0.20
H 11.6712 -7.0021 3.7050 0.415 0.015 -0.060 0.13
H 12.4169 -7.5536 2.1272 -0.197 0.089 0.075 0.14
H 10.7085 -6.3167 0.8758 0.291 0.206 0.059 0.13
H 10.7237 -5.2854 2.3827 0.357 0.045 -0.432 0.13
O -3.2390 7.6430 -3.1346 -2.860 2.456 0.697 -0.25
S -4.2591 8.6275 -2.7276 0.454 1.845 1.168 0.80
O -3.9487 10.0925 -2.6128 -0.743 -4.436 -0.892 -0.28
O -5.7159 8.4064 -3.5510 2.332 -0.305 -0.115 -0.22
C -6.8245 8.5372 -2.6795 0.203 0.255 0.644 -0.18
C -6.2963 7.9392 -1.3409 -1.219 1.324 0.383 -0.16
O -4.8937 8.2472 -1.2181 -0.016 -0.462 -2.216 -0.21
H -7.1528 9.5762 -2.7052 0.517 0.334 0.797 0.12
H -7.7230 8.0586 -3.0690 0.517 -0.851 -0.162 0.13
H -6.5823 6.8938 -1.2248 0.792 -0.223 -0.334 0.13
H -6.7753 8.4562 -0.5095 0.033 0.055 0.034 0.13
O -2.6646 4.9627 6.2060 -2.200 -0.852 -0.199 -0.22
S -3.9472 4.3279 6.0144 -0.877 -1.359 0.631 0.77
O -4.9100 4.7516 4.9938 1.972 -0.735 1.981 -0.25
O -3.7085 2.6750 5.9361 1.952 2.756 -1.337 -0.20
C -4.8990 2.0661 6.2481 -0.956 -0.720 0.386 -0.22
C -5.3646 2.8162 7.5029 -0.730 -0.473 0.895 -0.19
O -4.7683 4.0892 7.4862 1.430 2.063 -2.141 -0.21
H -5.5907 2.1730 5.4125 -0.253 -0.096 0.088 0.12
H -4.6408 1.0178 6.3983 -0.380 0.043 0.217 0.14
H -5.0265 2.4046 8.4539 0.092 -0.545 -0.220 0.13
H -6.4452 2.9368 7.5800 -0.049 -0.084 -0.308 0.13
O 1.1399 -3.6505 8.6359 -1.031 -3.351 -1.111 -0.25
S 0.6620 -4.9204 8.0587 -0.036 1.208 -0.365 0.75
O -0.7759 -5.1600 7.9297 2.839 0.366 0.092 -0.25
O 1.4549 -5.1412 6.6088 -2.572 1.623 1.180 -0.22
C 2.2299 -6.3053 6.5523 0.609 0.170 1.193 -0.17
C 1.7554 -7.1511 7.7602 0.849 -1.472 -1.137 -0.20
O 1.3750 -6.2321 8.7483 -0.817 1.592 0.151 -0.19
H 2.1397 -6.6902 5.5365 0.065 -0.438 0.374 0.14
H 3.2185 -5.9091 6.7844 0.492 -0.702 -0.390 0.13
H 2.5470 -7.7791 8.1690 0.334 0.454 0.078 0.13
H 1.0062 -7.9036 7.5139 -0.726 0.551 -0.073 0.13
C -1.1020 -1.6656 1.2610 0.257 -1.499 0.727 -0.10
C -0.1575 -1.4146 0.1094 0.978 1.804 -0.465 -0.25
N 1.1039 -0.6383 0.3891 -1.964 -1.061 -1.221 -0.19
C 0.8066 0.6289 1.0538 -0.291 0.763 0.429 -0.25
C -0.2992 1.5343 0.3774 1.754 -0.519 -0.604 -0.08
C 2.1066 -1.5168 0.9902 0.063 2.030 0.288 -0.26
C 3.5062 -0.9524 0.7138 -0.093 -0.595 0.266 -0.09
H -1.7051 -2.5086 0.9236 -0.676 0.254 0.119 0.07
H -1.7025 -0.8750 1.7109 -0.023 0.286 -0.738 0.07
H -0.5970 -2.0945 2.1265 0.434 -0.035 0.065 0.07
H 0.1573 -2.3270 -0.3970 -0.099 -0.182 0.340 0.11
H -0.6823 -0.8509 -0.6619 -0.149 0.009 -0.076 0.10
H 0.5265 0.4958 2.0988 -0.187 -0.338 0.435 0.10
H 1.7211 1.2195 1.1085 0.095 0.018 -0.160 0.10
H -1.2711 1.0477 0.2953 0.135 0.222 -0.081 0.06
H -0.3788 2.5568 0.7464 -0.126 -0.358 1.072 0.07
H 0.1404 1.7993 -0.5842 -0.497 -0.590 -0.686 0.07
H 2.0730 -2.5312 0.5929 -0.298 0.172 -0.254 0.11
H 1.8932 -1.5966 2.0561 0.287 -0.114 0.491 0.10
H 3.6762 0.1221 0.7810 -0.589 0.041 0.342 0.06
H 3.7494 -1.2004 -0.3194 0.386 -0.246 0.151 0.07
H 4.1433 -1.4254 1.4611 0.601 -0.061 -0.439 0.07
C 8.8379 9.6114 -0.3393 -1.044 0.029 -1.096 -0.09
C 7.6268 9.3418 0.5724 1.508 -0.075 0.389 -0.27
N 6.4027 9.9338 0.1421 -1.365 0.859 -0.483 -0.20
C 6.4183 11.3487 -0.2041 0.096 -0.261 -0.696 -0.25
C 5.1498 11.8000 -0.9539 0.168 0.134 0.023 -0.09
C 5.3590 9.7757 1.1370 -0.683 -0.804 -0.508 -0.27
C 5.0676 8.3029 1.4298 -0.223 0.479 1.062 -0.08
H 9.5554 8.7909 -0.3520 0.109 0.252 0.371 0.07
H 9.3036 10.5958 -0.2927 0.208 -0.159 0.789 0.07
H 8.4287 9.6551 -1.3486 -0.047 -0.373 -0.350 0.07
H 7.4837 8.2641 0.6511 -0.026 -0.021 -0.246 0.10
H 7.8822 9.6399 1.5893 0.111 0.298 0.528 0.11
H 6.4610 11.9914 0.6752 0.370 0.100 0.504 0.11
H 7.3142 11.5471 -0.7926 -0.143 0.067 -0.106 0.10
H 4.4034 12.1704 -0.2512 0.014 0.144 -0.055 0.06
H 5.4272 12.6104 -1.6280 -0.184 0.097 0.013 0.07
H 4.6476 11.0315 -1.5416 0.365 -0.231 -0.021 0.08
H 4.4113 10.1945 0.7986 0.074 -0.047 -0.668 0.10
H 5.5460 10.4464 1.9756 0.484 -0.415 0.901 0.12
H 5.8389 7.8133 2.0244 0.165 -0.090 -0.304 0.06
H 4.8454 7.7545 0.5144 0.228 0.057 0.004 0.08
H 4.1843 8.2559 2.0667 -0.186 -0.045 -0.055 0.07
C -8.7253 -6.7105 4.8319 0.626 0.919 -0.855 -0.10
C -9.9810 -7.1152 4.0997 -1.111 0.253 1.411 -0.28
N -10.1661 -8.5512 3.8854 -0.699 0.490 -0.405 -0.18
C -10.2811 -9.4196 5.0819 -0.365 -0.345 -0.231 -0.24
C -11.2883 -9.0318 6.1916 0.322 0.843 0.018 -0.09
C -9.1706 -9.0495 2.9222 -0.902 -0.387 -1.007 -0.26
C -9.6281 -10.3757 2.2437 1.217 -0.036 0.977 -0.09
H -7.9234 -6.6943 4.0939 0.686 -0.457 0.594 0.07
H -8.5569 -7.2693 5.7525 0.278 -0.358 -0.358 0.07
H -8.8041 -5.6736 5.1586 -0.151 0.161 -0.032 0.07
H -10.7289 -6.6403 4.7346 -0.921 -0.957 0.246 0.10
H -10.1999 -6.5430 3.1982 0.739 -0.341 -0.498 0.11
H -10.6367 -10.3944 4.7480 0.308 -0.048 -0.350 0.10
H -9.2637 -9.5550 5.4487 0.111 -0.225 0.683 0.10
H -10.8545 -8.2766 6.8470 -0.266 0.542 -0.240 0.06
H -12.2531 -8.7251 5.7876 0.221 0.519 -0.294 0.07
H -11.6131 -9.7707 6.9241 0.677 -0.876 -0.425 0.06
H -8.1766 -9.1087 3.3656 0.262 -0.477 0.189 0.11
H -9.0509 -8.3583 2.0880 -0.260 0.598 0.278 0.11
H -9.4242 -11.1421 2.9914 -1.011 -0.403 0.042 0.06
H -8.9897 -10.7446 1.4409 0.284 0.684 -0.271 0.06
H -10.6384 -10.3169 1.8389 -0.045 -0.100 0.527 0.08
C -10.1159 2.9837 1.7994 -0.155 1.472 0.694 -0.10
C -10.2284 1.5884 1.3949 -0.100 -2.923 0.656 -0.34
N -9.4960 1.2297 0.2349 1.180 0.446 -2.209 -0.19
C -9.1537 -0.2171 0.0150 -0.946 1.420 1.505 -0.23
C -8.2754 -0.5204 -1.1740 -0.003 -0.049 -0.202 -0.09
C -10.0781 1.8177 -0.9636 0.792 0.192 -1.119 -0.28
C -11.4530 1.2704 -1.3713 0.407 0.292 0.562 -0.07
H -9.1006 3.3794 1.7742 0.013 -0.108 0.059 0.09
H -10.5247 3.0444 2.8080 0.116 0.345 0.131 0.08
H -10.7544 3.6072 1.1735 0.102 0.181 -0.052 0.07
H -9.9291 0.8525 2.1412 0.625 0.377 0.639 0.12
H -11.2868 1.3277 1.3910 -0.703 -0.003 -0.635 0.11
H -10.1455 -0.6675 0.0564 0.163 -1.118 -0.525 0.10
H -8.6252 -0.5365 0.9132 -0.038 -0.022 0.145 0.11
H -7.3178 -0.0065 -1.0893 -0.128 0.367 -0.025 0.08
H -8.7433 -0.2755 -2.1275 0.080 -0.009 0.019 0.07
H -7.9934 -1.5730 -1.1978 -0.331 -0.144 0.078 0.07
H -10.0823 2.9077 -0.9624 -0.596 0.260 1.018 0.11
H -9.3378 1.7949 -1.7633 0.022 -1.012 -0.307 0.10
H -12.1326 1.6370 -0.6020 -0.487 0.009 -0.357 0.06
H -11.7375 1.6106 -2.3670 -0.140 0.037 0.143 0.07
H -11.5061 0.1826 -1.3260 0.131 -0.008 -0.214 0.06
C 3.7517 -2.8128 -6.3598 0.658 1.603 -1.210 -0.08
C 3.4193 -3.3913 -7.7139 0.026 -1.603 -0.916 -0.27
N 4.0751 -4.7053 -7.9935 -1.101 1.316 -0.520 -0.16
C 3.4453 -5.7148 -7.1542 0.373 -0.534 0.339 -0.30
C 4.4642 -6.6389 -6.5700 0.724 -1.598 -0.178 -0.10
C 3.8071 -5.0405 -9.4112 -0.304 -1.386 -0.075 -0.27
C 4.5198 -6.3400 -9.9028 0.142 1.409 0.230 -0.08
H 4.6409 -2.2383 -6.6194 0.653 -0.247 0.806 0.07
H 3.9312 -3.4514 -5.4949 -0.322 -0.051 -0.309 0.07
H 3.0662 -1.9817 -6.1936 -0.434 -0.348 0.626 0.07
H 2.3545 -3.5270 -7.9030 -0.518 0.045 0.319 0.11
H 3.7463 -2.7488 -8.5315 0.127 0.416 0.301 0.11
H 2.9280 -5.3901 -6.2514 -0.317 1.021 -0.399 0.11
H 2.7020 -6.2491 -7.7459 -0.125 -0.264 0.001 0.11
H 4.9195 -6.2929 -5.6421 -0.175 0.169 0.003 0.07
H 3.9840 -7.6027 -6.4005 0.017 -0.153 0.451 0.07
H 5.2903 -6.8718 -7.2419 -0.024 0.221 -0.176 0.06
H 3.9032 -4.1945 -10.0917 1.118 0.132 0.219 0.11
H 2.7593 -5.2569 -9.6199 -0.816 -0.041 0.664 0.10
H 4.1933 -7.2655 -9.4285 -0.185 0.250 0.268 0.06
H 5.5798 -6.1951 -9.6939 0.153 -0.335 -0.375 0.07
H 4.3043 -6.4425 -10.9663 0.330 -0.020 -0.067 0.07
```
Forces are in eV/Å.

Properties
**Max |F|**: 4.6 eV/A
**SMILES string**: O=S1(=O)OCCO1.O=S1(=O)OCCO1.O=S1(=O)OCCO1.O=S1(=O)OCCO1.O=S1(=O)OCCO1.O=S1(=O)OCCO1.CCN(CC)CC.CCN(CC)CC.CCN(CC)CC.CCN(CC)CC.CCN(CC)CC
**Relative energy (zero: lowest compared OMol25 entry of this formula, charge and spin)**: 456.8 kJ/mol
**Multiplicity**: 1